DFT (ωB97M-V/def2-TZVPD) results for a structure of composition C31H44N8O3PTc.

F_max, eV/Å: 0.469
Multiplicity: 4
Net charge: +1
Energy relative to the best compared isomer or geometry (same formula, charge and spin), kJ/mol: 21.3
Kohn-Sham gap (alpha / beta), eV: 8.5 / 7.1
Calculated total energy, hartree: -2293.39717

CARTESIAN COORDINATES (ANGSTROEM)
1 C 3.58202 0.04934 6.10589
2 H -3.79008 -1.74868 -0.63547
3 H -3.09829 2.64535 -0.33995
4 C 2.80415 -1.90963 0.83217
5 C 0.52387 -2.47342 -1.60239
6 H -0.49066 4.06189 -0.50391
7 C 2.41464 2.48842 2.75649
8 H 4.61910 0.85302 2.99169
9 N 0.43104 -1.59974 -0.81448
10 N 1.64303 -5.47668 -2.80153
11 H 3.81900 4.54544 3.68851
12 C -2.84543 -0.08151 2.00057
13 H -1.21431 1.65301 -3.33175
14 H 3.85742 -0.57772 6.94189
15 H -0.98197 5.64613 3.51250
16 C -4.11492 -0.49026 2.74248
17 H -2.00194 2.93861 -1.65198
18 C 2.76625 4.79112 3.61823
19 C 3.24636 1.76228 0.66258
20 C -3.09104 -2.58392 -0.61077
21 H -2.16142 -4.01345 3.32098
22 N 3.43408 2.61013 1.71795
23 H -3.20667 -3.08255 1.47952
24 C 1.68159 -1.26175 1.60985
25 H 1.64982 3.25271 -1.62958
26 H -1.36857 2.28328 0.97522
27 O 1.62534 -1.28329 2.79926
28 C 1.12325 -4.46277 -2.63634
29 H -4.64652 -1.29521 2.23606
30 C -1.09123 -2.12023 3.16534
31 N -1.07980 2.08522 0.02444
32 H -3.39880 1.19486 -2.35858
33 H -4.79404 0.35940 2.80073
34 H 2.46912 -2.87481 0.45323
35 C -2.05898 -3.07615 3.86487
36 C 4.36022 0.05812 4.96050
37 C 0.98465 6.36357 3.95513
38 N 0.49315 -3.30856 -2.52058
39 N -1.58704 0.11126 -1.97846
40 H -3.65293 -3.48206 -0.86527
41 H -2.27557 0.64896 2.58418
42 H -0.80448 -1.28301 3.80681
43 H 5.24647 -0.55746 4.90125
44 O 0.30260 1.17506 2.25835
45 H 3.05407 6.77928 4.34848
46 H 4.30970 3.09030 1.84252
47 C 2.45049 0.85100 6.17915
48 C 4.00603 0.85706 3.88321
49 N 2.01492 1.11141 0.89130
50 H -0.16023 -2.64661 2.96559
51 H 1.02875 -0.38339 -2.97746
52 C -0.86627 0.63644 -3.13916
53 C 2.87893 1.66217 3.95784
54 C 0.64191 0.63441 -2.94681
55 H 1.09807 1.17264 -3.78745
56 C 0.50723 4.15140 3.13807
57 H 2.02940 1.08651 -1.53381
58 H -0.21981 3.40644 2.84492
59 H -3.05402 -2.66534 4.01191
60 O 3.94743 1.58980 -0.30292
61 C 0.07380 5.41179 3.53147
62 C 1.47299 1.57656 1.98672
63 C 1.85666 3.83781 3.16558
64 C -2.25249 2.20950 -0.87967
65 C -2.45193 -2.76520 0.75304
66 Tc 0.23769 -0.12067 0.47008
67 H 1.22564 2.29066 5.17572
68 H -1.65809 -3.32049 4.84750
69 N 1.02915 1.21983 -1.65847
70 C -2.70880 0.91679 -1.54686
71 H -1.89118 -0.83473 -2.16667
72 H -1.71271 -3.57193 0.72846
73 H -3.29202 0.31348 -0.85320
74 H 0.64580 7.34355 4.25983
75 P -1.62175 -1.37531 1.58188
76 H -3.10323 0.41513 1.06743
77 H 0.62658 3.19771 0.50718
78 H 3.63738 -2.06433 1.51633
79 C 2.09926 1.65553 5.10922
80 H 1.84644 0.85536 7.07538
81 H -2.34228 -2.45351 -1.39285
82 H -1.10616 0.07713 -4.04850
83 H 3.10523 -1.29598 -0.01387
84 C 0.73084 2.66206 -1.58284
85 C -0.04455 3.07310 -0.33639
86 C 2.33694 6.04785 4.00341
87 H -3.90405 -0.80304 3.76066
88 H 0.16244 2.94583 -2.46893

Atom charges from the Mulliken analysis, given in e for atoms 1 to 4: -0.5913, 0.2707, 0.4286, -1.8956